(1)
Entry from the OMol25 dataset: C21H16Cl3GeMnO6 as an isolated structure at a distorted geometry (ωB97M-V/def2-TZVPD).

Results
LUMO level   -9.7 eV
ΔE to the lowest compared entry with this formula, charge and spin   0.0 kcal per mole
Energy   -159695.904 eV

ORCA input file:
```
! wB97M-V def2-TZVPD RIJCOSX def2/J DEFGRID3
* xyz 2 1
Ge 0.245 1.012 -0.435
Mn -0.572 -1.488 1.234
Cl -0.140 -7.177 -0.930
Cl -2.627 -2.930 1.070
Cl 1.226 -4.691 -1.179
O -2.484 -1.488 0.670
O 1.781 -3.936 3.883
O -1.188 -3.352 0.822
O -3.517 -3.621 0.246
O -2.890 -3.013 2.455
O 0.839 -2.181 2.709
C 0.217 1.858 -3.173
C -1.351 0.324 3.359
C -0.527 1.241 -2.168
C -1.821 0.787 -2.436
C 4.307 1.278 0.609
C 2.333 2.962 -0.395
C 1.196 -6.277 -0.852
C 0.257 -1.038 0.013
C 3.033 0.784 0.371
C -1.629 1.595 -4.689
C -0.966 1.145 1.091
C -0.340 2.040 -4.430
C 3.608 3.452 -0.154
C 2.041 1.622 -0.135
C -2.685 0.676 3.253
C -0.480 0.569 2.284
C 1.317 -3.075 3.292
C -2.368 0.964 -3.696
C -3.148 1.300 2.096
C 4.593 2.611 0.346
C -2.305 1.515 1.015
H -2.695 1.972 0.114
H 5.587 2.995 0.530
H 2.823 -0.262 0.570
H 0.594 0.469 2.431
H 5.079 0.626 0.996
H 3.833 4.490 -0.359
H 1.227 2.200 -2.981
H -0.970 -0.099 4.280
H -3.361 0.494 4.078
H 1.575 3.632 -0.784
H -4.184 1.607 2.035
H -2.404 0.289 -1.668
H 2.139 -6.762 -0.605
H -2.060 1.739 -5.670
H -3.371 0.615 -3.904
H 0.233 2.527 -5.208
*
```

***

(2)
Entry from the OMol25 dataset: C21H16F10MnN6S4 as an isolated structure at a distorted geometry (ωB97M-V/def2-TZVPD).

Results
LUMO level (spin up / spin down)   -0.5 / -0.5 eV
Energy   -132808.028 eV

ORCA input file:
```
! wB97M-V def2-TZVPD RIJCOSX def2/J DEFGRID3
* xyz 0 2
Mn 0.336 0.135 0.348
S 0.059 2.194 -1.530
S 2.459 1.754 -3.426
S 1.763 3.258 -2.163
S 2.883 0.181 -2.326
F -3.853 -4.869 0.563
F -1.383 -6.022 0.307
F -2.417 6.065 1.937
F -0.530 4.236 2.684
F -0.687 2.173 -3.077
F -4.022 -2.178 1.096
F -3.429 6.091 -0.576
F 0.858 -4.593 0.566
F -1.709 -0.672 1.343
F -2.495 4.377 -2.468
N 2.110 0.341 1.516
N 0.040 -3.719 -3.133
N -1.938 -2.608 -2.770
N -0.580 -0.643 -1.341
N 0.648 -1.692 0.964
N 0.462 2.403 0.418
C -0.363 -2.570 0.954
C 0.071 -1.645 -1.922
C -0.328 -3.969 0.738
C -0.512 3.382 0.454
C -2.489 5.195 -0.251
C -1.482 -4.719 0.593
C -0.993 4.254 1.422
C -1.977 5.172 1.047
C -1.014 3.448 -0.853
C 2.703 1.554 0.942
C -2.828 -2.767 0.976
C 2.896 -0.852 1.135
C 2.033 0.430 2.975
C -2.020 4.308 -1.230
C -0.611 -2.660 -2.623
C -2.742 -4.134 0.710
C -1.670 -2.037 1.107
C -2.564 -1.566 -2.252
C -1.910 -0.585 -1.527
C 2.018 -2.112 1.214
C 1.751 2.744 1.022
H 3.217 -0.728 0.096
H 2.071 -2.584 2.204
H 3.784 -0.949 1.774
H -0.479 -4.413 -3.639
H 3.650 1.805 1.435
H 2.376 -2.841 0.478
H 2.200 3.590 0.481
H 1.406 1.265 3.278
H -2.442 0.251 -1.089
H 1.595 -0.482 3.374
H 3.032 0.562 3.406
H 2.901 1.353 -0.115
H 1.151 -1.650 -1.837
H -3.633 -1.532 -2.405
H 1.037 -3.788 -3.065
H 1.592 3.055 2.058
*
```

***

(3)
Entry from the OMol25 dataset: C21H16HgN2O2S2 as an isolated structure (ωB97M-V/def2-TZVPD).

Results
LUMO level (spin up / spin down)   2.9 / 1.8 eV
ΔE to the lowest compared entry with this formula, charge and spin   0.0 kcal per mole
Energy   -54958.824 eV

ORCA input file:
```
! wB97M-V def2-TZVPD RIJCOSX def2/J DEFGRID3
* xyz -1 2
Hg -0.942 -2.365 -1.609
S -1.355 -1.245 0.796
S 1.957 -0.769 -2.212
O 2.697 -0.176 -3.306
O 1.997 -2.211 -2.076
N 0.438 -0.369 -2.153
N -2.234 -0.090 -2.150
C -1.194 -1.126 3.515
C -0.044 0.896 -2.368
C 2.310 -0.662 0.497
C -1.185 -1.962 2.390
C 3.832 0.838 1.602
C 0.070 3.297 -2.761
C -2.088 2.294 -2.517
C -1.487 1.030 -2.346
C 4.212 1.366 0.377
C -0.934 -3.016 4.996
C 2.883 -0.177 1.661
C -1.284 3.441 -2.734
C -0.912 -3.853 3.889
C -3.533 0.009 -2.080
C -1.073 -1.647 4.795
C -4.225 1.228 -2.225
C 2.682 -0.114 -0.727
C 3.634 0.892 -0.795
C -1.033 -3.337 2.607
C -3.498 2.357 -2.452
C 0.694 2.045 -2.577
H -1.088 -0.975 5.645
H 2.584 -0.592 2.616
H -1.756 4.407 -2.870
H 1.571 -1.452 0.530
H -5.304 1.251 -2.157
H 4.279 1.212 2.515
H 1.770 1.978 -2.618
H -1.297 -0.058 3.366
H -0.842 -3.420 5.997
H -4.080 -0.911 -1.895
H -0.801 -4.924 4.023
H 0.698 4.165 -2.925
H -1.015 -3.999 1.749
H -3.985 3.318 -2.580
H 4.960 2.148 0.331
H 3.923 1.279 -1.763
*
```

***

(4)
Entry from the OMol25 dataset: C21H17BN10O3OsSSe as an isolated structure (ωB97M-V/def2-TZVPD).

Results
LUMO level (spin up / spin down)   -2.2 / -5.9 eV
ΔE to the lowest compared entry with this formula, charge and spin   2.8 kcal per mole
Energy   -122414.986 eV

ORCA input file:
```
! wB97M-V def2-TZVPD RIJCOSX def2/J DEFGRID3
* xyz 1 6
Os -0.203 0.084 0.417
Se 4.499 -1.099 3.126
S 0.676 -0.859 4.838
O 1.180 1.388 0.611
O 4.288 3.620 -1.004
O 1.979 3.385 0.114
N 3.149 -0.629 0.593
N 0.127 -0.612 2.148
N -2.578 -1.685 -3.321
N -0.733 1.021 -1.354
N -2.028 -0.840 0.313
N 0.321 -1.732 -0.916
N -2.558 -1.200 -0.878
N -0.419 -1.883 -2.043
N -1.387 0.410 -2.384
N -3.359 -0.919 -4.127
C 3.295 0.024 -0.717
C 4.265 2.303 -1.094
C 3.737 -0.782 1.618
C 1.291 -3.283 -2.195
C -2.918 -1.149 1.273
C -2.880 -3.007 -3.491
C 5.495 0.329 -1.868
C 4.524 -0.496 -1.395
C -0.523 2.303 -1.710
C -1.558 1.299 -3.369
C 1.344 -2.581 -0.994
C 0.372 -0.716 3.324
C -3.858 -3.098 -4.440
C 5.397 1.719 -1.738
C -3.768 -1.725 -0.668
C -4.113 -1.760 -4.804
C 3.241 1.520 -0.592
C -4.042 -1.703 0.693
C 0.163 -2.804 -2.831
C 2.125 2.171 0.043
C -1.023 2.519 -2.976
B -1.743 -1.095 -2.222
H -2.694 -0.941 2.307
H -4.816 -1.382 -5.530
H 6.368 -0.095 -2.347
H 4.610 -1.572 -1.478
H -0.040 2.988 -1.030
H -4.936 -2.043 1.185
H 3.485 3.896 -0.506
H -4.323 -3.992 -4.820
H -2.072 1.006 -4.265
H -0.262 -3.060 -3.788
H -4.364 -2.074 -1.496
H 2.430 -0.322 -1.296
H 1.971 -4.038 -2.549
H 2.066 -2.634 -0.193
H -2.396 -3.776 -2.908
H 6.168 2.384 -2.098
H -1.015 3.437 -3.536
*
```

***

(5)
Entry from the OMol25 dataset: one molecule with the formula C21H17BrN2O3 (ωB97M-V/def2-TZVPD).

Results
Structure (SMILES)   N#CCCn1cc([C@@H](CC(=O)c2ccc(Br)cc2)C(=O)O)c2ccccc21
LUMO level   0.3 eV
ΔE to the lowest compared entry with this formula, charge and spin   0.0 kcal per mole
Energy   -101218.800 eV

ORCA input file:
```
! wB97M-V def2-TZVPD RIJCOSX def2/J DEFGRID3
* xyz 0 1
Br -5.456 -0.732 0.476
O 1.974 3.822 0.943
O -0.781 4.183 -0.544
O 0.378 2.538 1.822
N 0.374 -1.504 0.823
N -1.717 -1.926 -2.007
C 3.738 -2.907 0.225
C -0.615 -2.472 1.199
C 0.122 -0.186 0.562
C 4.327 -1.729 -0.241
C 2.414 -2.943 0.605
C -0.764 3.011 -0.841
C 1.420 1.874 -0.265
C -2.607 2.270 0.618
C 2.266 -0.564 0.045
C -3.653 1.429 0.942
C -2.367 1.177 -1.514
C 0.484 2.361 -1.411
C 3.609 -0.558 -0.332
C -1.932 2.128 -0.595
C 1.242 0.433 0.088
C -1.414 -2.578 -1.119
C -3.439 0.358 -1.215
C 1.681 -1.767 0.509
C -4.050 0.472 0.022
C 1.180 2.755 0.954
C -1.006 -3.374 0.009
H 1.765 4.420 1.679
H 0.242 1.512 -2.048
H -4.153 1.513 1.895
H 2.453 2.032 -0.583
H -0.847 0.227 0.759
H -2.268 3.017 1.319
H -1.888 1.076 -2.475
H 5.367 -1.743 -0.529
H -0.230 -3.102 2.008
H -0.149 -3.979 -0.299
H -1.497 -1.937 1.562
H -3.776 -0.378 -1.928
H 1.974 -3.857 0.977
H 4.335 -3.804 0.289
H 1.013 3.121 -1.988
H 4.079 0.347 -0.687
H -1.826 -4.037 0.295
*
```

***

(6)
Entry from the OMol25 dataset: C21H17BrN3O8Ru as an isolated structure at a distorted geometry (ωB97M-V/def2-TZVPD).

Results
LUMO level (spin up / spin down)   -3.7 / -6.0 eV
ΔE to the lowest compared entry with this formula, charge and spin   19.0 kcal per mole
Energy   -115519.333 eV

ORCA input file:
```
! wB97M-V def2-TZVPD RIJCOSX def2/J DEFGRID3
* xyz 1 5
Ru -1.454 1.331 -2.187
Br 4.633 -1.947 7.529
O -3.501 4.748 -2.840
O -1.550 0.746 -4.226
O -1.782 1.967 -0.346
O 0.527 1.485 -2.375
O -2.883 1.160 -5.958
O 0.150 1.332 0.613
O -1.922 3.145 -2.925
O -3.642 1.250 -2.479
N -0.887 -0.459 -1.367
N 2.659 -2.468 1.904
N 3.165 -1.979 0.831
C -1.579 2.237 1.995
C 2.592 0.497 -1.756
C 3.218 -0.412 -0.941
C 0.234 -2.385 0.285
C -1.123 -2.356 0.049
C 4.033 -2.112 5.764
C -2.666 0.984 -4.687
C -4.062 2.590 -2.051
C 0.448 -0.498 -1.163
C 2.451 -2.998 4.203
C 3.147 -2.360 3.156
C 4.746 -1.489 4.738
C 2.485 -1.295 -0.123
C -0.969 1.800 0.690
C -3.921 1.001 -3.853
C -1.654 -1.363 -0.768
C 2.892 -2.868 5.496
C -3.120 3.625 -2.646
C 4.316 -1.614 3.441
C 1.058 -1.429 -0.322
C 1.182 0.544 -1.811
H -1.782 -3.088 0.495
H -2.637 1.984 2.030
H 4.851 -1.149 2.624
H -2.045 1.132 -6.453
H -4.361 0.006 -3.935
H 2.366 -3.352 6.307
H -2.717 -1.290 -0.952
H 0.657 -3.137 0.934
H 5.632 -0.914 4.970
H 3.159 1.221 -2.328
H 4.296 -0.426 -0.859
H -3.964 2.599 -0.973
H -1.489 3.322 2.077
H -5.088 2.778 -2.348
H -1.043 1.777 2.819
H 1.575 -3.593 3.977
H -4.628 1.723 -4.255
*
```

***

(7)
Entry from the OMol25 dataset: a 2-piece molecular cluster, C21H17Cl2N3O2 overall at a distorted geometry (ωB97M-V/def2-TZVPD).

Results
Structure (SMILES)   N#CC1=C(C#N)C(=O)C(Cl)=C(Cl)C1=O.C(=C\N1CCCCC1)/c1ccccc1
LUMO level   -2.7 eV
ΔE to the lowest compared entry with this formula, charge and spin   0.0 kcal per mole
Energy   -55660.458 eV

ORCA input file:
```
! wB97M-V def2-TZVPD RIJCOSX def2/J DEFGRID3
* xyz 0 1
Cl -3.397 4.816 -0.552
Cl -0.312 4.969 -1.284
O -4.035 2.164 0.637
O 1.172 2.623 -0.255
N -2.778 -0.287 2.887
N 1.254 0.462 2.488
N 1.672 -1.577 0.114
C -0.949 3.731 -0.302
C -1.313 0.061 -1.423
C -2.371 0.569 2.198
C -1.866 1.601 1.364
C -0.798 1.005 -2.331
C 0.889 -0.729 -0.592
C 3.988 -2.349 0.694
C -3.028 1.497 -3.123
C -3.540 0.484 -2.302
C 3.418 -2.922 1.984
C 0.009 2.689 0.151
C -2.843 2.467 0.691
C -0.454 -0.505 -0.380
C 3.099 -1.248 0.137
C -0.538 1.624 1.025
C -1.653 1.754 -3.132
C 2.031 -3.485 1.712
C 1.074 -2.444 1.123
C 0.430 0.981 1.836
C -2.695 -0.232 -1.463
C -2.281 3.649 -0.020
H 4.985 -1.933 0.856
H 3.357 -2.134 2.744
H -3.697 2.092 -3.746
H 0.214 -2.960 0.672
H -1.237 2.546 -3.758
H 4.072 -3.710 2.365
H -4.610 0.261 -2.306
H 4.081 -3.144 -0.054
H 0.280 1.179 -2.360
H 2.104 -4.324 1.012
H 1.426 -0.152 -1.352
H 0.676 -1.829 1.947
H 1.583 -3.870 2.632
H 3.237 -0.324 0.730
H 3.393 -1.011 -0.894
H -0.967 -1.046 0.430
H -3.085 -1.009 -0.802
*
```

***

(8)
Entry from the OMol25 dataset: C21H17IN5O7P2W as an isolated structure (ωB97M-V/def2-TZVPD).

Results
LUMO level (spin up / spin down)   -3.7 / -4.0 eV
ΔE to the lowest compared entry with this formula, charge and spin   12.0 kcal per mole
Energy   -72344.739 eV

ORCA input file:
```
! wB97M-V def2-TZVPD RIJCOSX def2/J DEFGRID3
* xyz 1 3
W 1.026 0.491 -0.716
I 1.988 6.697 -0.419
P 3.629 0.221 -2.137
P 0.954 0.105 -3.598
O 3.084 0.433 -0.707
O 4.879 0.826 -2.554
O 2.304 0.746 -2.970
O 0.103 1.193 -4.097
O 3.531 -1.354 -2.445
O 1.366 -0.916 -4.709
O 0.420 -0.654 -2.352
N 1.115 2.631 -1.202
N 0.888 0.944 1.207
N 0.544 3.212 -2.276
N 1.191 -1.462 0.271
N -1.104 0.980 -0.463
C -1.591 3.115 3.033
C 1.661 3.610 -0.481
C -0.227 1.719 1.613
C 2.466 -0.821 4.138
C -1.301 1.698 0.686
C -2.507 2.367 0.943
C 1.641 -3.792 0.451
C -2.633 3.091 2.152
C 2.066 -2.364 2.342
C 1.217 -2.665 -0.267
C -0.383 2.429 2.774
C 1.589 -1.295 1.570
C 2.076 -3.641 1.739
C -3.314 1.524 -1.163
C 1.955 0.246 3.364
C -2.074 0.897 -1.354
C 0.747 4.533 -2.259
C 2.509 -2.097 3.659
C -3.526 2.259 -0.030
C 1.422 4.839 -1.093
C 1.486 0.016 2.100
H 1.958 1.239 3.786
H 0.394 5.164 -3.057
H -1.679 3.670 3.957
H 0.905 -2.733 -1.300
H 2.430 -4.492 2.308
H 1.922 -1.642 -4.396
H 2.172 3.388 0.441
H 1.633 -4.758 -0.033
H 0.257 2.610 -3.064
H -1.858 0.332 -2.251
H -3.555 3.615 2.364
H -4.074 1.423 -1.924
H 2.890 -2.908 4.266
H 4.394 -1.690 -2.721
H -4.471 2.762 0.136
H 2.826 -0.607 5.135
H 0.410 2.492 3.501
*
```

***

(9)
Entry from the OMol25 dataset: a 2-piece molecular cluster, C21H17N5O5S overall at a distorted geometry (ωB97M-V/def2-TZVPD).

Results
Structure (SMILES)   O=[N+]([O-])c1cnc2no[n+]([O-])c2c1.CO/C(=C1\Sc2ccccc2N1C)c1ccccc1
LUMO level   -1.7 eV
Energy   -50566.201 eV

ORCA input file:
```
! wB97M-V def2-TZVPD RIJCOSX def2/J DEFGRID3
* xyz 0 1
S -0.124 -2.417 -0.345
O 4.407 -2.387 -0.186
O 1.635 -0.447 0.803
O 1.767 3.179 -2.886
O -0.086 1.832 -2.751
O 2.363 -2.849 -0.808
N 4.495 1.260 -1.821
N -1.868 -0.510 -0.153
N 1.113 1.971 -2.559
N 3.157 3.080 -2.623
N 3.330 -2.052 -0.720
C -0.526 -0.737 -0.046
C 0.106 3.846 1.224
C 0.130 1.420 1.115
C -0.895 2.554 3.004
C 0.486 2.669 0.583
C -2.379 -4.063 -0.674
C -2.628 -1.669 -0.341
C 3.221 -0.740 -1.259
C 0.477 0.152 0.416
C -0.591 3.796 2.431
C 1.782 -0.923 2.154
C -3.771 -4.195 -0.636
C -4.583 -3.067 -0.438
C 1.956 -0.147 -1.496
C 4.433 -0.005 -1.416
C -2.481 0.815 -0.103
C -0.536 1.374 2.354
C -1.823 -2.798 -0.490
C 3.330 1.801 -2.171
C -4.024 -1.792 -0.307
C 2.086 1.091 -2.086
H 1.042 2.697 -0.352
H 2.827 -1.229 2.217
H -4.221 -5.179 -0.753
H -1.707 -4.903 -0.833
H -0.776 0.397 2.784
H -4.646 -0.908 -0.162
H -5.665 -3.191 -0.385
H -1.880 1.542 -0.659
H -3.466 0.731 -0.570
H 1.055 -0.737 -1.641
H 5.366 -0.522 -1.173
H 0.364 4.801 0.764
H -0.894 4.715 2.935
H -2.616 1.144 0.936
H -1.416 2.499 3.963
H 1.114 -1.782 2.300
H 1.560 -0.117 2.863
*
```

***

(10)
Entry from the OMol25 dataset: one molecule with the formula C21H18Cl2N2O2 at a distorted geometry (ωB97M-V/def2-TZVPD).

Results
Structure (SMILES)   Clc1ccc(-c2ccc(/C=N/c3ccc(N4CCOCC4)cc3)o2)c(Cl)c1
LUMO level   -0.2 eV
Energy   -54188.051 eV

ORCA input file:
```
! wB97M-V def2-TZVPD RIJCOSX def2/J DEFGRID3
* xyz 0 1
Cl 9.089 2.489 -0.305
Cl 3.906 1.661 0.646
O -6.521 2.339 -0.807
O 3.238 -0.936 0.090
N -5.025 0.225 0.384
N 0.467 -0.765 0.270
C -5.580 1.308 1.169
C -3.659 0.003 0.327
C -5.858 -0.006 -0.780
C -1.378 0.578 0.893
C 7.762 1.394 -0.205
C 5.599 -0.375 -0.042
C 1.031 -1.906 0.227
C 6.507 1.871 0.127
C -5.716 2.583 0.327
C 7.958 0.043 -0.458
C -3.165 -1.154 -0.294
C -5.992 1.293 -1.590
C 5.434 0.996 0.208
C 3.244 -3.164 0.138
C 4.569 -2.721 0.058
C 6.886 -0.817 -0.375
C 2.455 -2.028 0.153
C -0.893 -0.586 0.290
C -1.822 -1.446 -0.308
C 4.520 -1.338 0.032
C -2.724 0.858 0.927
H 7.037 -1.864 -0.584
H 2.902 -4.178 0.181
H -4.721 2.929 0.010
H 0.496 -2.864 0.271
H -3.043 1.770 1.408
H -4.978 1.483 2.059
H -5.000 1.578 -1.976
H -6.849 -0.322 -0.437
H -0.669 1.252 1.349
H -6.215 3.375 0.889
H -6.582 0.995 1.487
H 6.354 2.919 0.326
H -3.849 -1.851 -0.755
H -5.439 -0.783 -1.415
H -6.681 1.161 -2.426
H 5.444 -3.337 0.041
H -1.479 -2.338 -0.813
H 8.938 -0.323 -0.719
*
```